The following is a quantum chemistry calculation of a 10-piece molecular cluster, C46H108N16O10P4 overall in a non-equilibrium geometry, from the OMol25 dataset.

Computed properties:
E_LUMO ... -0.1 eV
Frontier orbital gap ... 8.035 eV

Bonds (Å) are listed after each position.
CARTESIAN COORDINATES (ANGSTROEM)
1 C -3.7751 -0.7912 2.8810  C2 1.471, O6 1.402, H7 1.090, H8 1.090
2 C -3.1886 -0.7811 4.2302  C1 1.471, O3 1.424, H9 1.090, H10 1.090
3 O -4.1689 -0.0520 4.9617  C2 1.424, C4 1.330
4 C -5.3524 -0.1534 4.3646  O3 1.330, O5 1.217, O6 1.324
5 O -6.3833 0.2781 4.8471  C4 1.217
6 O -5.1356 -0.7816 3.2189  C1 1.402, C4 1.324
7 H -3.3437 -1.7049 2.4722  C1 1.090
8 H -3.4395 0.0226 2.2382  C1 1.090
9 H -2.2865 -0.1708 4.1903  C2 1.090
10 H -3.0853 -1.7993 4.6053  C2 1.090
11 C 3.3765 5.3788 -0.4098  C12 1.552, O16 1.392, H17 1.090, H18 1.090
12 C 3.0162 5.4332 -1.9180  C11 1.552, O13 1.463, H19 1.090, H20 1.090
13 O 3.4772 4.1371 -2.4172  C12 1.463, C14 1.324
14 C 4.3898 3.7198 -1.5534  O13 1.324, O15 1.209, O16 1.333
15 O 5.0332 2.7264 -1.8008  C14 1.209
16 O 4.3994 4.4345 -0.4278  C11 1.392, C14 1.333
17 H 2.5790 5.1753 0.3048  C11 1.090
18 H 3.8906 6.2916 -0.1087  C11 1.090
19 H 3.7829 6.1424 -2.2299  C12 1.090
20 H 1.9927 5.7386 -2.1357  C12 1.090
21 C -0.5093 -8.2663 -2.4419  C22 1.565, H26 1.090, H27 1.090, H28 1.090
22 C -0.1405 -7.9901 -0.9467  C21 1.565, C23 1.497, H29 1.090, H30 1.090
23 C 1.3188 -8.1600 -0.6594  C22 1.497, C24 1.494, H31 1.090, H32 1.090
24 C 2.2864 -7.3828 -1.4918  C23 1.494, N25 1.180
25 N 3.0135 -6.8042 -2.2191  C24 1.180
26 H -0.0908 -9.2372 -2.7070  C21 1.090
27 H 0.0310 -7.5161 -3.0192  C21 1.090
28 H -1.5651 -8.1761 -2.6974  C21 1.090
29 H -0.7195 -8.5504 -0.2125  C22 1.090
30 H -0.4064 -6.9563 -0.7259  C22 1.090
31 H 1.5681 -9.2182 -0.7385  C23 1.090
32 H 1.4834 -7.7911 0.3530  C23 1.090
33 C 8.4438 -2.7322 -0.0597  C34 1.593, H38 1.090, H39 1.090, H40 1.090
34 C 7.4140 -3.4682 0.9075  C33 1.593, C35 1.564, H41 1.090, H42 1.090
35 C 7.5641 -5.0250 0.9130  C34 1.564, C36 1.442, H43 1.090, H44 1.090
36 C 8.6975 -5.6006 1.5932  C35 1.442, N37 1.142
37 N 9.6081 -6.0671 2.1002  C36 1.142
38 H 8.3513 -3.0668 -1.0929  C33 1.090
39 H 9.4626 -2.8646 0.3045  C33 1.090
40 H 8.1895 -1.6731 -0.1018  C33 1.090
41 H 6.4499 -3.0981 0.5588  C34 1.090
42 H 7.4073 -2.9805 1.8823  C34 1.090
43 H 7.5316 -5.4226 -0.1014  C35 1.090
44 H 6.7222 -5.5025 1.4143  C35 1.090
45 C -0.2217 -2.3209 -1.9882  C46 1.589, H50 1.090, H51 1.090, H52 1.090
46 C 1.2512 -2.2770 -1.3931  C45 1.589, C47 1.491, H53 1.090, H54 1.090
47 C 1.7812 -0.9249 -1.0536  C46 1.491, C48 1.484, H55 1.090, H56 1.090
48 C 1.0757 -0.1956 0.0286  C47 1.484, N49 1.152
49 N 0.5707 0.3312 0.9199  C48 1.152
50 H -0.9282 -1.8526 -1.3028  C45 1.090
51 H -0.6272 -3.3324 -2.0096  C45 1.090
52 H -0.4032 -1.8588 -2.9586  C45 1.090
53 H 1.9162 -2.6521 -2.1710  C46 1.090
54 H 1.3031 -2.8570 -0.4716  C46 1.090
55 H 1.7340 -0.3414 -1.9731  C47 1.090
56 H 2.8120 -1.1072 -0.7498  C47 1.090
57 C 2.3569 -4.5582 -6.9614  C58 1.608, H62 1.090, H63 1.090, H64 1.090
58 C 0.7791 -4.3202 -6.7599  C57 1.608, C59 1.524, H65 1.090, H66 1.090
59 C 0.2823 -2.9487 -7.2000  C58 1.524, C60 1.456, H67 1.090, H68 1.090
60 C 1.0360 -1.8420 -6.6283  C59 1.456, N61 1.164
61 N 1.5619 -0.9510 -6.0941  C60 1.164
62 H 2.9901 -3.7724 -6.5495  C57 1.090
63 H 2.7077 -4.6788 -7.9864  C57 1.090
64 H 2.5560 -5.5597 -6.5800  C57 1.090
65 H 0.5076 -4.3763 -5.7057  C58 1.090
66 H 0.1646 -5.1213 -7.1706  C58 1.090
67 H -0.7495 -2.8947 -6.8528  C59 1.090
68 H 0.2097 -2.8851 -8.2857  C59 1.090
69 O -2.7529 6.0320 -2.7701  P70 1.514
70 P -4.0165 5.3277 -3.2153  O69 1.514, N71 1.744, N74 1.731, N77 1.691
71 N -4.5636 5.7123 -4.8262  P70 1.744, C72 1.414, C73 1.462
72 C -4.1868 6.9102 -5.4769  N71 1.414, H80 1.090, H81 1.090, H82 1.090
73 C -5.7267 5.1014 -5.4674  N71 1.462, H83 1.090, H84 1.090, H85 1.090
74 N -5.4853 5.5376 -2.3235  P70 1.731, C75 1.491, C76 1.539
75 C -6.0021 6.9262 -2.1583  N74 1.491, H86 1.090, H87 1.090, H88 1.090
76 C -6.6276 4.5078 -2.3714  N74 1.539, H89 1.090, H90 1.090, H91 1.090
77 N -3.7510 3.6580 -3.1734  P70 1.691, C78 1.448, C79 1.473
78 C -3.6971 2.9529 -1.9094  N77 1.448, H92 1.090, H93 1.090, H94 1.090
79 C -3.0854 2.9207 -4.2611  N77 1.473, H95 1.090, H96 1.090, H97 1.090
80 H -3.1087 6.9672 -5.6271  C72 1.090
81 H -4.4625 7.7682 -4.8639  C72 1.090
82 H -4.5514 7.1082 -6.4848  C72 1.090
83 H -5.6642 5.3026 -6.5369  C73 1.090
84 H -6.6702 5.5478 -5.1532  C73 1.090
85 H -5.6770 4.0224 -5.3217  C73 1.090
86 H -6.4642 7.2378 -3.0950  C75 1.090
87 H -6.7942 6.9383 -1.4096  C75 1.090
88 H -5.1621 7.5780 -1.9181  C75 1.090
89 H -6.3210 3.6128 -2.9129  C76 1.090
90 H -6.8609 4.1698 -1.3617  C76 1.090
91 H -7.6159 4.8323 -2.6970  C76 1.090
92 H -3.8882 1.8882 -2.0437  C78 1.090
93 H -2.7176 3.1139 -1.4591  C78 1.090
94 H -4.4652 3.2390 -1.1909  C78 1.090
95 H -3.3306 1.8600 -4.3150  C79 1.090
96 H -2.0027 3.0030 -4.1663  C79 1.090
97 H -3.3367 3.3256 -5.2414  C79 1.090
98 O 1.2067 8.2138 5.2729  P99 1.472
99 P 0.9950 7.5978 6.5924  O98 1.472, N100 1.711, N103 1.727, N106 1.668
100 N -0.5545 7.6557 7.3152  P99 1.711, C101 1.475, C102 1.528
101 C -0.8507 7.0319 8.6189  N100 1.475, H109 1.090, H110 1.090, H111 1.090
102 C -1.5860 8.7134 6.9247  N100 1.528, H112 1.090, H113 1.090, H114 1.090
103 N 2.0504 8.0973 7.8651  P99 1.727, C104 1.463, C105 1.475
104 C 3.1657 8.9171 7.3925  N103 1.463, H115 1.090, H116 1.090, H117 1.090
105 C 2.4214 7.2475 9.0119  N103 1.475, H118 1.090, H119 1.090, H120 1.090
106 N 1.1192 5.9362 6.5104  P99 1.668, C107 1.449, C108 1.477
107 C 2.4480 5.3921 6.3169  N106 1.449, H121 1.090, H122 1.090, H123 1.090
108 C 0.0921 5.0623 5.9082  N106 1.477, H124 1.090, H125 1.090, H126 1.090
109 H -1.9362 7.0423 8.7178  C101 1.090
110 H -0.3511 7.4540 9.4909  C101 1.090
111 H -0.4906 6.0038 8.5804  C101 1.090
112 H -1.6259 9.4775 7.7011  C102 1.090
113 H -2.5671 8.2387 6.9385  C102 1.090
114 H -1.4417 9.0458 5.8968  C102 1.090
115 H 3.6727 9.4820 8.1747  C104 1.090
116 H 3.9676 8.3549 6.9140  C104 1.090
117 H 2.8358 9.6196 6.6272  C104 1.090
118 H 3.4257 6.8307 8.9348  C105 1.090
119 H 2.3774 7.8674 9.9074  C105 1.090
120 H 1.7204 6.4183 9.1075  C105 1.090
121 H 3.1431 5.6469 7.1170  C107 1.090
122 H 2.4487 4.3022 6.3132  C107 1.090
123 H 2.9035 5.7642 5.3992  C107 1.090
124 H -0.9137 5.4062 6.1495  C108 1.090
125 H 0.1370 4.0350 6.2696  C108 1.090
126 H 0.2564 5.0054 4.8321  C108 1.090
127 O -4.4536 -5.0032 -8.6144  P128 1.504
128 P -5.6656 -4.1893 -8.2520  O127 1.504, N129 1.716, N132 1.701, N135 1.736
129 N -5.5870 -2.5663 -8.8042  P128 1.716, C130 1.492, C131 1.428
130 C -6.4530 -1.5240 -8.1808  N129 1.492, H138 1.090, H139 1.090, H140 1.090
131 C -4.8572 -2.2629 -9.9939  N129 1.428, H141 1.090, H142 1.090, H143 1.090
132 N -6.1686 -4.2413 -6.6274  P128 1.701, C133 1.463, C134 1.473
133 C -6.6043 -5.5318 -6.0928  N132 1.463, H144 1.090, H145 1.090, H146 1.090
134 C -5.4059 -3.3878 -5.6997  N132 1.473, H147 1.090, H148 1.090, H149 1.090
135 N -7.0760 -4.6895 -9.1314  P128 1.736, C136 1.489, C137 1.500
136 C -8.4820 -4.2471 -8.9192  N135 1.489, H150 1.090, H151 1.090, H152 1.090
137 C -6.8732 -5.1624 -10.5403  N135 1.500, H153 1.090, H154 1.090, H155 1.090
138 H -5.8827 -0.6044 -8.0495  C130 1.090
139 H -6.8550 -1.9026 -7.2410  C130 1.090
140 H -7.2588 -1.3447 -8.8925  C130 1.090
141 H -3.7898 -2.4515 -9.8783  C131 1.090
142 H -4.9541 -1.2172 -10.2859  C131 1.090
143 H -5.3141 -2.8882 -10.7608  C131 1.090
144 H -5.7235 -6.1719 -6.0420  C133 1.090
145 H -7.2652 -5.3456 -5.2462  C133 1.090
146 H -7.3865 -5.9165 -6.7472  C133 1.090
147 H -4.4125 -3.8329 -5.6430  C134 1.090
148 H -5.1524 -2.3945 -6.0701  C134 1.090
149 H -5.8433 -3.2797 -4.7071  C134 1.090
150 H -8.5869 -3.2381 -9.3179  C136 1.090
151 H -9.1706 -4.8191 -9.5411  C136 1.090
152 H -8.8069 -4.3199 -7.8813  C136 1.090
153 H -5.8755 -5.4910 -10.8313  C137 1.090
154 H -7.2579 -4.4608 -11.2806  C137 1.090
155 H -7.5753 -5.9948 -10.5890  C137 1.090
156 O 4.8246 -4.4431 8.4455  P157 1.533
157 P 5.5278 -3.3099 7.6892  O156 1.533, N158 1.769, N161 1.707, N164 1.784
158 N 7.1578 -3.7428 7.1550  P157 1.769, C159 1.502, C160 1.495
159 C 7.8592 -2.8569 6.1657  N158 1.502, H167 1.090, H168 1.090, H169 1.090
160 C 8.0783 -4.4100 8.1260  N158 1.495, H170 1.090, H171 1.090, H172 1.090
161 N 5.8532 -1.9450 8.6617  P157 1.707, C162 1.458, C163 1.464
162 C 5.9596 -2.0415 10.1126  N161 1.458, H173 1.090, H174 1.090, H175 1.090
163 C 6.1735 -0.6521 8.0550  N161 1.464, H176 1.090, H177 1.090, H178 1.090
164 N 4.6604 -2.7655 6.2279  P157 1.784, C165 1.438, C166 1.543
165 C 4.5687 -3.7221 5.1586  N164 1.438, H179 1.090, H180 1.090, H181 1.090
166 C 3.4697 -1.8171 6.4769  N164 1.543, H182 1.090, H183 1.090, H184 1.090
167 H 8.5516 -3.3548 5.4869  C159 1.090
168 H 8.4803 -2.1194 6.6740  C159 1.090
169 H 7.0801 -2.2944 5.6512  C159 1.090
170 H 8.4093 -3.5994 8.7753  C160 1.090
171 H 8.9293 -4.8285 7.5887  C160 1.090
172 H 7.5968 -5.1582 8.7557  C160 1.090
173 H 5.3879 -2.8891 10.4905  C162 1.090
174 H 6.9846 -2.2767 10.3990  C162 1.090
175 H 5.6232 -1.0629 10.4551  C162 1.090
176 H 5.4790 0.1051 8.4190  C163 1.090
177 H 7.1587 -0.2710 8.3235  C163 1.090
178 H 5.9874 -0.5574 6.9851  C163 1.090
179 H 3.8908 -3.5011 4.3342  C165 1.090
180 H 5.5910 -3.9551 4.8608  C165 1.090
181 H 4.3071 -4.6513 5.6649  C165 1.090
182 H 3.6612 -1.0601 7.2375  C166 1.090
183 H 2.5615 -2.3837 6.6822  C166 1.090
184 H 3.2872 -1.3155 5.5265  C166 1.090